Record 1
C23H31N7O2 | ωB97M-V with the def2-TZVPD basis set

Structure (XYZ):
```
63
Properties=species:S:1:pos:R:3:lowdin_charge:R:1
C 3.48080 3.70740 -6.79163 -0.1337
H 2.91112 3.04085 -7.40747 0.0705
H 2.52616 4.32855 -6.35805 0.1401
H 4.12239 4.42067 -7.33082 0.0838
C 4.12292 3.23253 -5.61823 -0.2751
C 3.28263 2.21005 -4.95745 -0.2248
C 2.72138 2.67251 -3.84696 -0.0469
C 1.46956 1.98583 -3.24136 0.0348
C 1.22121 0.67745 -3.69046 -0.1397
C 1.96064 0.12468 -4.67012 -0.0741
C 2.83221 0.75295 -5.54627 0.1191
H 3.34107 0.51138 -6.39469 0.0630
H 1.74550 -0.71681 -4.94316 0.0147
C 0.26679 -0.30283 -2.96986 -0.2609
N 0.00642 -1.37940 -3.32051 0.1642
N -0.71949 -1.98639 -2.53672 -0.0482
C -1.30067 -3.13941 -2.37921 -0.1691
N -2.21598 -3.53268 -1.66854 0.1382
N -2.91998 -2.70274 -0.76119 -0.0527
C -2.25045 -1.44046 -0.69786 -0.1051
O -2.82122 -0.50360 0.14133 -0.1039
C -1.17614 -1.12083 -1.74377 -0.1632
C -0.57134 0.03061 -1.93235 0.0932
H -0.50332 0.94766 -1.41778 0.1175
C -4.06279 -3.08656 -0.01856 0.0258
H -4.31034 -4.04719 -0.31656 0.1095
H -4.45264 -2.23505 0.37568 0.0874
C -3.36034 -3.67873 1.41426 -0.3003
O -3.13957 -4.76113 1.81666 0.0882
N -2.67053 -2.59865 2.23893 0.0094
H -2.85084 -1.67235 1.72350 0.0964
C -2.18448 -2.59918 3.45589 -0.3370
H -2.35938 -3.77938 3.82656 0.1837
H -0.97342 -2.50449 3.44742 0.1453
C -2.61604 -1.64631 4.49722 -0.2620
H -2.24864 -2.02255 5.35929 0.0790
H -3.86900 -1.79821 4.64500 0.2057
C -2.36472 -0.40698 4.09698 -0.3484
N -1.23708 0.32162 3.84385 -0.2125
C -0.23288 0.04779 4.80003 -0.1971
C 0.97020 1.07092 4.93062 -0.0504
N 1.70102 0.81184 3.39210 -0.1046
C 2.73594 1.88295 3.31514 -0.0885
H 3.47547 1.72090 4.20551 0.1307
H 2.34648 2.95655 3.27992 0.1157
H 3.07579 1.63572 2.57119 -0.0810
C 0.58244 1.17897 2.58734 -0.2901
C -0.55418 0.17299 2.79603 -0.3642
H -1.46357 0.30390 1.76365 0.1854
H -0.09325 -0.88753 2.35884 0.1587
H 0.96599 1.00998 1.48256 0.1424
H 0.03762 2.18410 2.46473 0.1420
H 1.40048 0.96067 5.69823 -0.0329
H 0.52881 2.14434 5.01623 0.1478
H -0.73010 0.24702 6.05736 0.1939
H 0.22069 -1.08199 4.95876 0.1705
H -3.12376 0.06240 3.16958 0.2033
H -2.95176 0.35548 4.81325 0.1613
H -1.10232 -4.00518 -3.25182 0.2016
H 1.19749 2.08018 -2.17906 0.0978
H 2.64748 3.76096 -3.44412 0.1411
H 4.98468 2.32238 -6.09508 0.1973
H 4.54884 3.76182 -5.01397 0.0077
```

Calculated values
- E_LUMO (eV) = -0.20
- HOMO (eV) = -8.3
- orbital gap (eV) = 8.13
- energy above the lowest of the compared OMol25 structures with the same formula, charge and spin (eV) = 24.517
- largest force on an atom (eV/A) = 16.9

=====

Record 2
C11H16N4O5 | ωB97M-V with the def2-TZVPD basis set

Structure (XYZ):
```
36
Properties=species:S:1:pos:R:3:lowdin_charge:R:1
C -1.24457 -1.44092 -1.07323 -0.3082
C 0.28014 -1.74329 -1.04314 -0.4126
C -1.84351 -1.50609 0.38392 -0.0596
C -2.44923 -0.12557 0.66054 -0.2786
C -3.65122 0.25930 1.12510 -0.0814
C -2.58968 2.05194 0.63766 -0.1199
C 2.37282 -0.64253 -0.15929 -0.2044
C 2.73631 -1.04881 1.30157 -0.4379
C 3.23980 0.59257 -0.44098 -0.1204
C 2.63209 1.97180 -0.06683 -0.0496
C 1.41073 2.58725 -0.91312 -0.5147
H -1.95255 -1.99926 -2.84529 0.0432
H -1.21835 -3.24954 -1.81582 0.1251
H -1.31519 -0.45499 -1.54949 0.1446
H -1.26696 -1.75320 1.25481 0.0980
H -2.61753 -2.31388 0.57036 0.1340
H -4.52766 -0.41919 1.33982 0.1460
H -2.34092 3.12110 0.53686 0.1455
H -4.67924 1.97544 1.04028 0.1543
H 0.32955 -0.11064 0.18844 0.1091
H 2.66985 -1.50596 -0.70008 0.1387
H 3.46920 0.55474 -1.48763 0.1147
H 4.12949 0.46516 0.10204 0.0894
H 2.12723 1.88672 0.91779 0.1157
H 3.36803 2.79357 -0.05447 0.1212
H -0.33688 1.90237 0.30079 0.0633
H 1.93548 -1.97005 2.68466 0.1340
N -1.88383 -2.38931 -1.95663 0.0408
N -1.68319 1.00237 0.39206 0.0605
N -3.77239 1.59284 0.93373 0.0590
N 0.94122 -0.63813 -0.43746 0.1239
O 0.69893 -2.79475 -1.40669 0.1041
O 3.53368 -0.52494 2.02211 0.1257
O 1.61843 3.46038 -1.65348 0.1254
O 0.12147 2.33459 -0.50861 -0.0157
O 1.75846 -1.92108 1.71972 0.0866
```

Calculated values
- E_LUMO (eV) = 0.34
- HOMO (eV) = -9.2
- orbital gap (eV) = 9.52
- structure (SMILES) = N[C@@H](Cc1c[nH]cn1)C(=O)N[C@@H](CCC(=O)O)C(=O)O
- energy above the lowest of the compared OMol25 structures with the same formula, charge and spin (eV) = 3.181
- largest force on an atom (eV/A) = 4.7